Molecular formula: C36H46CsF12N3O3Sb2
Method: DFT, ωB97M-V/def2-TZVPD

Structure (XYZ):
```
103
Properties=species:S:1:pos:R:3:forces:R:3:lowdin_charge:R:1
Cs 0.609053 -0.661954 1.119223 -2.945 -2.349 -1.606 1.68
Sb -2.861239 -0.676761 1.292746 -1.206 -0.636 0.096 1.39
Sb -1.914716 -0.985152 -2.191988 -0.566 -0.123 -0.902 1.38
F 6.105979 -2.461107 0.626043 0.249 0.275 0.272 0.09
F 5.311167 -1.817434 2.973379 0.181 0.162 -0.148 0.12
F 0.401838 3.408441 4.529241 -0.047 0.264 -0.163 0.11
F 3.546587 -3.005463 2.706576 -0.185 0.008 -0.261 0.12
F -2.152519 3.462007 3.803790 0.231 0.364 0.072 0.12
F -2.639536 2.328569 2.039303 0.007 -0.019 -0.317 0.09
F 1.528901 1.603478 4.345900 0.174 -0.354 -0.358 0.16
F -2.588922 1.395426 3.958271 0.011 -0.211 0.195 0.12
F 4.286619 -3.421122 0.164203 -0.277 -0.131 0.068 0.12
F 3.398862 -1.002966 3.445039 -0.486 0.450 -0.171 0.16
F 4.948271 -1.771192 -1.037284 -0.128 0.352 -0.216 0.13
F -0.348521 1.582192 5.366077 -0.241 -0.229 -0.054 0.13
O 2.683787 -1.457578 0.559474 2.856 -0.652 -0.515 -0.57
O -0.581906 0.480604 2.696190 -1.040 1.990 2.667 -0.66
O -1.163667 1.560490 -0.786700 -0.273 -0.022 -0.383 -0.16
N 2.241388 1.251417 1.551428 0.194 0.179 0.673 -0.12
N -0.140829 -3.385200 -0.684919 -0.036 -0.232 0.141 -0.03
N 1.487085 -0.447354 -2.002791 0.187 0.180 0.151 -0.01
C 5.785686 0.424256 0.951949 0.202 0.502 -0.042 -0.01
C 2.131381 -1.233575 -3.046741 -0.063 -0.163 -0.431 -0.29
C 1.534248 -2.638897 -3.069707 0.228 0.132 -0.020 -0.20
C -3.864179 0.031287 -2.532530 0.441 0.019 -0.079 -0.32
C -0.366814 3.834489 1.481643 0.257 0.323 -0.380 -0.02
C 1.732280 2.986964 -0.010886 0.136 -0.272 -0.077 -0.06
C -4.471771 0.527438 0.327697 0.528 0.130 0.278 -0.30
C -3.576826 -2.651351 0.642340 0.169 0.187 -0.149 -0.32
C 1.433611 2.241484 1.172116 0.092 1.001 -0.291 -0.34
C -0.584176 5.965105 0.166563 -0.032 -0.069 0.036 -0.07
C -5.033086 -0.555599 -1.861087 -0.328 -0.046 0.148 -0.29
C 5.567423 2.760885 1.315697 0.167 -0.140 -0.112 -0.07
C 6.384959 1.674121 1.027430 0.040 -0.056 -0.016 -0.30
C 0.290018 2.075587 4.279001 0.190 0.321 0.636 -0.53
C 0.059003 4.633643 0.426982 -0.017 0.000 -0.054 -0.29
C 3.565995 1.328072 1.327953 0.869 0.327 -0.024 -0.25
C 1.088415 4.142038 -0.367795 -0.196 0.222 0.153 -0.07
C -6.506199 -0.833081 0.026492 -0.032 0.025 0.051 -0.08
C 7.872959 1.809490 0.855361 -0.050 -0.067 0.061 -0.08
C 0.220463 2.629001 1.836196 -0.026 -0.158 -0.087 -0.08
C 1.992791 -3.456883 -1.862732 -0.328 -0.100 -0.085 -0.21
C 0.883458 -4.274558 -1.215775 0.278 -0.286 -0.052 -0.28
C -0.453192 1.778089 2.933681 -0.140 0.452 0.987 -0.45
C -5.875408 -1.398512 -2.578722 -0.115 -0.093 -0.065 -0.08
C 4.830022 -2.190715 0.235571 0.376 -0.654 -0.459 -0.52
C -5.347426 -0.278384 -0.515502 -0.385 -0.204 -0.300 -0.31
C -7.013294 -1.953073 -2.020874 -0.138 -0.113 -0.038 -0.12
C -4.131750 -0.990884 3.038238 0.155 0.104 -0.110 -0.32
C -1.928091 2.272924 3.194829 -0.544 0.017 0.206 -0.54
C -2.695560 -2.788413 -3.181275 0.219 0.297 0.201 -0.32
C 3.888909 -1.229255 1.055821 1.110 -0.564 0.386 -0.42
C 4.025847 -1.748495 2.536754 0.201 -0.585 0.593 -0.52
C 4.420990 0.214305 1.083485 -0.233 -0.048 -0.049 -0.05
C -7.336669 -1.659087 -0.707069 -0.120 -0.095 0.025 -0.12
C -1.290442 -0.119826 -4.103630 0.070 -0.122 0.411 -0.31
C 4.216965 2.583990 1.461782 -0.145 0.021 0.094 -0.03
H -1.942505 -3.567883 -3.161143 0.187 -0.157 0.030 -0.03
H -1.661299 5.871218 0.014090 -0.056 0.051 -0.051 0.07
H -7.651372 -2.600921 -2.608997 -0.001 -0.026 -0.038 0.09
H -5.633167 -1.615298 -3.611807 0.044 0.004 -0.070 0.10
H -3.939471 1.301398 -0.213249 0.041 0.139 -0.082 0.03
H 8.213245 1.269277 -0.030635 0.069 0.030 -0.025 0.07
H 6.448102 -0.406482 0.787860 0.037 -0.176 -0.055 0.11
H -2.975152 -2.585963 -4.211173 -0.052 0.104 -0.169 -0.01
H 2.569815 2.638751 -0.605991 -0.007 0.021 0.022 0.11
H -0.346939 -0.551829 -4.407762 0.279 -0.098 -0.053 -0.03
H -5.005116 0.978751 1.161084 -0.004 0.025 0.080 0.06
H 1.342627 -4.896786 -0.431659 -0.046 -0.047 -0.099 0.11
H 2.817362 -4.118089 -2.136819 0.062 0.040 0.048 0.11
H 1.815991 -3.141932 -3.999646 -0.092 -0.009 -0.048 0.10
H -4.627582 -2.648006 0.371354 -0.216 0.046 -0.001 -0.01
H -3.001930 -2.994216 -0.211289 0.111 -0.162 -0.156 -0.06
H -0.432180 6.639087 1.012826 -0.010 0.103 -0.015 0.07
H 1.940835 -0.743180 -4.010139 0.078 -0.020 0.062 0.09
H 8.162551 2.856507 0.752081 0.045 0.003 0.007 0.06
H -0.200188 1.526160 -0.838672 0.020 0.122 -0.032 0.00
H -8.229643 -2.073646 -0.255860 -0.025 -0.014 0.026 0.09
H -2.026130 -0.288376 -4.886437 -0.195 -0.089 0.046 -0.01
H -0.146695 6.425438 -0.718795 -0.044 0.095 -0.053 0.06
H 1.785868 -0.822818 -1.097108 0.258 0.124 -0.354 -0.03
H -1.333171 2.106150 -0.011287 0.083 0.133 0.164 0.02
H 0.413266 -4.945342 -1.946224 0.036 -0.035 0.002 0.10
H 2.356191 -2.778833 -1.094076 0.175 -0.078 0.097 0.06
H -0.777800 -3.909122 -0.090141 -0.014 0.159 -0.063 0.07
H 0.449950 -2.532306 -3.043949 -0.123 -0.063 -0.114 0.06
H -4.011400 0.016675 -3.613181 0.081 0.019 -0.003 0.05
H 8.399933 1.388539 1.715714 0.134 0.047 0.007 0.07
H 3.594318 3.429513 1.723392 0.013 0.037 -0.014 0.11
H -3.430656 -3.346810 1.468576 0.078 -0.014 0.120 0.00
H 3.222570 -1.313028 -2.917358 -0.082 0.057 -0.037 0.11
H -1.195015 4.213027 2.055012 -0.100 0.022 0.060 0.11
H -1.152174 0.946417 -3.962373 0.047 0.222 0.055 0.00
H -3.558661 -1.532077 3.783213 0.083 -0.127 0.169 0.00
H -4.447706 -0.050378 3.469745 -0.041 0.203 0.072 -0.02
H -3.568700 -3.134827 -2.638208 -0.168 -0.067 0.124 -0.02
H -3.680427 1.053017 -2.213446 0.049 0.181 -0.024 0.05
H 5.998847 3.748495 1.436004 0.031 0.087 0.008 0.10
H 1.394812 4.687537 -1.254430 0.033 0.001 -0.053 0.10
H -5.002460 -1.574974 2.749398 -0.079 -0.084 -0.071 -0.01
H 1.869292 0.494287 -2.020255 -0.011 0.032 0.040 0.07
H -6.749229 -0.608304 1.057385 -0.008 0.026 0.083 0.10
H 0.322970 -2.700738 -0.092078 -0.196 -0.379 -0.227 -0.08
```
Forces are in eV/Å.

Results
gap between HOMO and LUMO	5.13	eV
E	-94924.5741	eV
total charge	-2
F_max	0.080	hartree/bohr
HOMO energy	-1.37	eV
molar mass	1173.183	g/mol